No. 1
107
Properties=species:S:1:pos:R:3:forces:R:3:lowdin_spin:R:1 method="wB97M-V/def2-TZVPD" de_lowest_kj_mol=0.00 s_squared=8.87 lumo_ev="-0.811 / -0.918" e_homo_ev="-4.40 / -5.82" multiplicity=6
Mn 0.81191 0.61181 -0.28913 0.80 -0.90 0.57 3.7256
C 2.91550 3.30561 1.13716 -0.03 0.00 -0.15 0.0036
As 1.29535 2.29081 1.53418 0.39 1.14 1.56 0.0391
C 1.86649 1.68340 3.30663 0.02 -0.19 -0.02 0.0066
C 0.08385 3.74076 2.11164 -0.23 -0.03 -0.11 0.0135
C 0.40511 5.06025 1.78967 0.17 -0.09 -0.10 0.0038
C -0.43808 6.11123 2.11153 -0.05 0.08 -0.02 0.0002
C -1.63349 5.85479 2.76017 -0.04 0.02 0.01 0.0022
C -1.97851 4.54727 3.05965 -0.04 -0.07 0.05 -0.0001
C -1.14721 3.47610 2.74077 0.18 0.08 -0.18 0.0026
As -1.74071 1.62890 3.09297 -0.26 0.06 0.35 0.0013
C -2.89963 2.00608 4.66548 0.19 -0.02 -0.10 0.0004
C -3.18975 1.63317 1.76711 -0.01 -0.08 -0.06 0.0000
H 3.12542 4.04691 1.90723 -0.03 -0.04 0.02 0.0007
H 2.84568 3.77644 0.15771 -0.02 0.00 0.01 0.0002
H 3.73310 2.58548 1.09834 -0.03 -0.03 -0.01 0.0000
H 2.09809 2.55056 3.92459 -0.02 0.04 -0.07 0.0013
H 2.76055 1.06754 3.20364 -0.03 -0.02 -0.08 0.0000
H 1.09139 1.09070 3.78606 -0.03 -0.03 -0.09 0.0001
H 1.32800 5.27703 1.26342 -0.01 0.01 0.07 0.0003
H -0.16801 7.12636 1.84963 0.05 0.00 0.01 0.0000
H -2.30310 6.66382 3.02313 0.01 0.01 -0.01 0.0002
H -2.92766 4.35685 3.54660 0.02 0.02 0.00 0.0000
H -2.33107 2.57880 5.39821 0.01 -0.02 0.00 0.0000
H -3.17929 1.05621 5.12033 0.02 -0.01 -0.04 0.0000
H -3.81044 2.55132 4.41687 0.04 0.00 -0.08 0.0000
H -3.80734 2.52693 1.85853 0.03 0.01 0.03 0.0000
H -3.80912 0.74811 1.91533 0.02 -0.01 0.02 0.0000
H -2.76217 1.58826 0.76798 0.05 -0.02 -0.06 -0.0001
C -4.05682 -2.96022 -3.99181 0.14 0.04 0.08 0.0001
C -3.05725 -3.60366 -3.01789 -0.23 -0.10 -0.11 0.0004
C -2.46348 -4.84876 -3.69002 0.06 0.15 0.07 0.0001
C -3.80132 -4.01755 -1.73683 0.09 0.04 -0.03 0.0003
C -1.97474 -2.62194 -2.60951 0.37 -0.23 0.20 0.0037
C -0.71028 -3.04184 -2.18729 -0.42 0.01 -0.22 0.0015
C 0.19545 -2.11731 -1.71616 0.59 0.06 0.12 0.0088
N -0.03197 -0.80558 -1.66162 -1.17 -0.26 -0.87 0.0439
C -1.23371 -0.37608 -2.10084 0.20 -1.29 0.08 0.0079
C -2.20921 -1.25896 -2.55071 -0.09 0.65 0.05 0.0018
C -1.43347 1.06974 -2.07641 0.11 1.14 0.28 0.0066
C -2.19681 1.73462 -3.02972 0.03 -0.61 0.09 -0.0003
C -2.21638 3.11665 -3.10110 0.18 0.36 0.30 0.0032
C -1.45268 3.79075 -2.14469 -0.27 -0.09 -0.35 -0.0001
C -0.74151 3.07353 -1.21091 0.14 -0.09 0.44 0.0068
N -0.72834 1.74209 -1.13611 -0.90 0.05 -1.17 0.0165
C -3.02244 3.82999 -4.17198 -0.14 0.14 -0.17 0.0004
C -2.63757 3.29705 -5.56009 0.05 -0.04 0.10 0.0002
C -2.78148 5.34169 -4.16304 0.02 -0.12 0.09 0.0000
C -4.51320 3.56336 -3.90817 0.10 -0.05 0.07 0.0002
H -4.70040 -3.73059 -4.41488 -0.04 0.01 0.02 0.0000
H -3.53582 -2.46206 -4.81163 -0.04 -0.01 -0.05 0.0000
H -4.69880 -2.23427 -3.49149 0.00 0.04 -0.03 0.0000
H -3.26860 -5.45573 -4.10287 0.01 -0.04 0.03 0.0000
H -1.91187 -5.46576 -2.98097 0.03 -0.02 -0.04 0.0000
H -1.79529 -4.56721 -4.50566 0.01 -0.05 -0.03 0.0000
H -4.61721 -4.70029 -1.97819 -0.01 -0.02 0.00 0.0001
H -4.21515 -3.14065 -1.23643 -0.04 -0.02 0.02 0.0000
H -3.12199 -4.51364 -1.04260 -0.03 -0.02 0.03 0.0000
H -0.42543 -4.08278 -2.22273 0.02 0.00 0.07 0.0002
H 1.17439 -2.44128 -1.38014 -0.02 0.05 0.10 0.0005
H -3.17189 -0.84512 -2.81689 -0.02 -0.07 -0.08 0.0003
H -2.73915 1.13293 -3.74655 0.03 0.05 -0.07 0.0001
H -1.39434 4.86784 -2.12522 0.02 0.01 0.02 0.0001
H -0.14345 3.59588 -0.47825 0.02 0.01 0.05 0.0004
H -1.58375 3.48972 -5.76744 0.01 0.00 -0.02 0.0000
H -3.23439 3.79797 -6.32272 -0.01 0.00 -0.01 0.0000
H -2.80818 2.22420 -5.64828 -0.02 0.00 -0.03 0.0000
H -1.72600 5.57267 -4.31582 0.00 0.05 0.00 0.0000
H -3.10931 5.79413 -3.22596 0.00 0.04 0.00 0.0000
H -3.34688 5.80158 -4.97317 -0.01 0.01 0.00 0.0000
H -4.74505 2.50258 -4.01315 -0.04 0.00 0.01 0.0000
H -5.12984 4.12216 -4.61283 0.01 -0.01 -0.04 0.0000
H -4.78051 3.87278 -2.89648 -0.05 0.00 -0.01 0.0000
Br 8.41154 -7.69398 5.94895 -0.04 -0.01 -0.02 0.0133
C 7.01935 -6.81973 4.99040 0.01 0.02 -0.01 0.0641
C 5.99488 -6.19707 5.68942 0.08 -0.05 0.03 -0.0064
C 5.00183 -5.53334 4.99876 -0.12 0.02 -0.29 0.0542
C 5.01569 -5.47930 3.58696 0.20 -0.80 1.07 0.0065
C 6.07051 -6.12362 2.90878 -0.21 0.19 0.10 0.0504
C 7.05926 -6.78898 3.60202 0.11 -0.06 0.17 -0.0060
N 4.09999 -4.82135 2.83653 0.05 1.37 -2.09 0.1995
N 3.05680 -4.31882 3.37895 -0.21 -0.94 2.04 0.0896
C 2.35844 -3.32683 2.82417 0.19 0.30 -0.83 0.0228
C 1.05059 -3.08903 3.30384 0.04 0.02 0.07 0.0638
C 0.22165 -2.12966 2.76572 -0.15 0.12 -0.10 0.0059
C 0.64032 -1.33165 1.68940 0.91 -0.44 0.18 0.0881
O -0.12252 -0.41915 1.08031 -0.24 0.87 -0.93 0.0493
C 1.96885 -1.46875 1.25745 -0.70 0.01 0.30 0.0366
N 2.35279 -0.56621 0.29123 0.22 -0.09 0.08 0.0901
C 3.60356 -0.60564 -0.16072 0.44 -0.14 -0.15 0.0420
C 4.53351 -1.51991 0.30140 -0.14 0.30 -0.11 0.0644
C 4.16803 -2.43431 1.29306 -0.13 0.04 0.07 0.0747
C 2.86599 -2.43522 1.79353 0.09 -0.30 -0.11 0.0151
H 5.97704 -6.22831 6.77096 0.03 -0.02 0.00 -0.0018
H 4.19229 -5.04674 5.52577 0.03 0.03 -0.01 0.0044
H 6.10273 -6.06553 1.82873 -0.07 -0.03 -0.02 0.0024
H 7.86754 -7.28081 3.07777 0.00 0.02 -0.02 -0.0016
H 0.70208 -3.71713 4.11284 0.02 -0.01 0.01 0.0039
H -0.77419 -1.97930 3.16556 -0.03 -0.04 -0.04 -0.0004
H 3.86522 0.13275 -0.90917 -0.09 0.02 -0.02 0.0009
H 5.53754 -1.50833 -0.09723 0.01 0.04 0.01 0.0036
H 4.88800 -3.13436 1.68424 -0.06 -0.05 -0.04 0.0047
C 2.02590 1.66943 -2.77840 -0.31 -0.19 -0.07 0.0093
O 1.93622 1.55622 -1.39541 0.18 0.15 0.28 0.0491
H 3.02060 2.03607 -3.05568 -0.05 -0.01 0.00 -0.0028
H 1.28392 2.38040 -3.18008 0.03 -0.03 -0.02 0.0034
H 1.86532 0.70406 -3.28028 0.05 0.06 -0.05 0.0009

---

No. 2
108
Properties=species:S:1:pos:R:3:forces:R:3:lowdin_charge:R:1 method="wB97M-V/def2-TZVPD" de_lowest_kj_mol=139.26 lumo_ev=-1.006 e_homo_ev=-7.36
Ta 0.03582 0.29582 0.16093 0.33 1.86 -0.39 1.4085
C 2.35964 2.61676 2.41891 -0.04 -0.02 0.01 -0.0201
C 1.17169 2.26725 3.26995 -0.01 0.04 -0.04 -0.2249
C 1.31345 2.20235 4.65454 0.00 0.01 0.04 -0.0505
C 0.24046 1.89013 5.47238 0.06 0.03 0.00 -0.0795
C -1.00408 1.65685 4.90906 -0.02 -0.02 0.12 -0.0479
C -1.18226 1.70969 3.53540 -0.14 0.00 -0.22 -0.2420
C -2.53408 1.42468 2.93322 0.08 0.03 0.03 -0.0288
C -0.08120 1.99576 2.71804 -0.17 0.10 -0.16 -0.2869
N -0.27816 1.96254 1.27621 -0.12 -0.30 0.40 -0.1022
C -0.81714 3.10696 0.65711 0.22 -0.10 0.40 -0.3165
C -1.00228 4.41008 1.38171 0.08 -0.04 -0.01 -0.0133
C -1.15401 2.93897 -0.63601 0.05 -0.02 -0.29 -0.3523
C -1.74564 4.05421 -1.45407 0.10 -0.02 -0.02 -0.0162
N -0.90366 1.66535 -1.14690 0.14 -0.47 0.15 -0.0937
C -1.59506 1.29418 -2.35605 -0.18 0.12 0.40 -0.2248
C -3.00230 1.26342 -2.33390 -0.07 0.06 0.08 -0.2092
C -3.80196 1.67917 -1.12058 -0.05 -0.13 -0.12 -0.0290
C -3.69196 0.88194 -3.47918 -0.04 -0.02 0.02 -0.0493
C -3.01806 0.53362 -4.63860 0.05 0.00 -0.02 -0.0884
C -1.63305 0.59444 -4.65834 -0.05 -0.01 -0.07 -0.0685
C -0.90465 0.98736 -3.53495 0.16 -0.01 0.00 -0.2314
C 0.59763 1.09465 -3.64585 -0.13 0.05 -0.02 -0.0238
H 3.13929 3.06959 3.02970 0.01 0.00 0.01 0.0832
H 2.09453 3.31116 1.62330 -0.02 0.02 -0.05 0.0743
H 2.78174 1.73144 1.94033 0.01 -0.05 -0.05 0.0751
H 2.28774 2.40319 5.09068 -0.09 -0.02 -0.04 0.1132
H 0.37284 1.83676 6.54666 -0.01 0.00 -0.05 0.1050
H -1.85145 1.41534 5.54323 0.05 0.03 -0.05 0.1108
H -3.26078 1.19619 3.71441 0.04 0.03 -0.03 0.0813
H -2.48596 0.57488 2.24852 -0.01 -0.03 -0.03 0.0451
H -2.90649 2.27520 2.35484 0.02 -0.02 0.02 0.0809
H -0.67164 4.34315 2.41524 0.01 0.00 0.03 0.0797
H -2.05483 4.71174 1.38429 0.06 -0.02 0.00 0.0870
H -0.43717 5.21394 0.89933 -0.03 -0.04 0.03 0.0855
H -1.08474 4.92575 -1.44813 -0.02 -0.04 -0.01 0.0860
H -2.70893 4.37844 -1.04847 0.08 0.00 -0.03 0.0812
H -1.89973 3.75627 -2.48983 0.01 0.02 0.01 0.0853
H -3.21587 1.65154 -0.20702 0.02 -0.05 0.03 0.0607
H -4.65716 1.01287 -0.99525 0.01 0.01 -0.01 0.0773
H -4.19254 2.69502 -1.25350 0.05 -0.14 0.02 0.0857
H -4.77806 0.86282 -3.45452 0.09 -0.01 0.00 0.1156
H -3.56692 0.23881 -5.52744 0.05 0.03 0.08 0.1053
H -1.09445 0.35325 -5.56988 -0.03 0.03 0.06 0.1122
H 0.89907 1.00749 -4.68989 -0.01 -0.02 0.02 0.0843
H 1.12183 0.32390 -3.07567 -0.02 0.02 0.02 0.0525
H 0.95372 2.05180 -3.26482 -0.02 -0.06 -0.01 0.0744
O 3.53538 -3.19176 5.97575 -0.08 0.03 -0.22 -0.0512
C 3.06311 -2.91667 4.90593 0.11 -0.01 0.27 -1.0088
S 1.72531 -1.78386 4.67663 0.03 -0.02 -0.02 0.9794
C 1.64955 -1.91752 2.92926 0.22 0.06 -0.17 -1.0696
C 2.52202 -2.74515 2.33160 -0.03 0.17 -0.11 -1.0921
S 2.78598 -3.09396 0.63449 -0.06 -0.20 0.02 0.5047
S 3.63802 -3.60211 3.37229 0.04 -0.02 0.06 0.9756
S 0.28963 -1.08000 2.22837 -0.47 0.17 -0.11 0.5391
N -2.21316 -2.60113 -2.92140 0.18 -0.22 -0.06 -0.0043
N -0.82326 -2.25902 -2.89207 -0.17 -0.04 0.17 -0.1004
H -2.64969 -2.16088 -3.72049 -0.15 0.13 -0.15 0.0609
H -2.61420 -2.18265 -2.09612 -0.12 0.14 0.23 0.0118
H -0.68981 -1.29840 -3.18172 0.06 0.20 -0.07 0.0339
H -0.34866 -2.84988 -3.55810 0.15 -0.18 -0.04 0.0760
C 3.15196 -6.66766 -4.92011 -0.04 0.04 0.07 -0.0473
C 2.57421 -5.67104 -3.94690 -0.02 -0.05 -0.01 -0.2596
C 3.16303 -4.43297 -3.74874 0.03 0.01 -0.04 -0.0137
C 2.64367 -3.50710 -2.84412 -0.05 0.12 0.01 -0.2976
C 3.33466 -2.16753 -2.71358 -0.06 -0.26 0.05 -0.0698
C 1.50157 -3.85201 -2.11004 0.27 0.11 0.01 -0.4554
Te 0.68203 -2.59789 -0.57394 -0.21 -0.87 -0.25 1.2208
C 0.85938 -5.08957 -2.31145 -0.01 -0.04 0.09 -0.3038
C -0.39489 -5.53357 -1.57633 0.31 0.05 -0.10 -0.0839
C 1.41971 -5.97226 -3.22914 -0.03 0.00 -0.05 -0.0157
H 4.02558 -6.26349 -5.43198 -0.04 0.00 0.03 0.0737
H 2.41419 -6.94912 -5.67421 0.02 0.01 0.02 0.0814
H 3.45439 -7.58142 -4.40343 -0.01 0.04 -0.02 0.0835
H 4.05372 -4.16943 -4.31322 -0.07 -0.01 0.03 0.1176
H 3.92849 -1.95118 -3.60179 -0.01 -0.03 0.01 0.0864
H 4.00915 -2.14998 -1.85242 -0.07 -0.02 -0.06 0.0636
H 2.61658 -1.35993 -2.57998 -0.02 0.02 0.01 0.0358
H -1.11567 -4.73033 -1.45836 -0.06 0.11 -0.04 0.0193
H -0.14446 -5.90954 -0.58112 0.00 0.05 0.01 0.0865
H -0.88397 -6.33658 -2.12742 0.06 -0.01 0.00 0.0790
H 0.93264 -6.93094 -3.38981 0.03 0.06 0.01 0.1214
C -4.88703 -1.52606 1.46190 0.02 -0.01 0.01 -0.0411
C -3.75352 -2.35739 0.84390 0.00 0.04 0.02 -0.6087
C -4.31320 -3.26363 -0.26178 -0.01 -0.02 -0.01 -0.0499
C -3.08242 -3.21282 1.93256 0.00 0.00 0.00 -0.0390
C -2.71796 -1.47568 0.27327 0.21 -0.01 -0.16 -0.1396
C -1.76514 -0.84339 -0.15651 -0.29 -0.20 0.15 -0.3109
H -5.64146 -2.19345 1.88895 0.05 0.05 -0.02 0.0883
H -5.36887 -0.89942 0.70904 0.01 -0.01 0.00 0.0780
H -4.50835 -0.87835 2.25606 -0.02 -0.05 -0.05 0.0743
H -5.05598 -3.94306 0.16538 0.03 0.03 -0.03 0.0889
H -3.52055 -3.85735 -0.72433 -0.07 0.04 0.05 0.0722
H -4.79848 -2.67260 -1.04474 0.03 -0.04 0.06 0.0875
H -3.81796 -3.88666 2.38353 0.05 0.06 -0.05 0.0898
H -2.65828 -2.58001 2.71616 -0.03 -0.04 -0.05 0.0794
H -2.27134 -3.80908 1.50746 -0.04 0.02 0.02 0.0837
Br 6.22794 2.81349 -1.62506 0.03 0.02 0.00 0.7306
C 4.52813 2.08364 -1.21551 -0.01 0.03 -0.01 -0.6915
C 3.40109 2.88851 -1.31646 -0.07 -0.05 0.02 -0.1270
C 2.15962 2.34221 -1.02886 0.03 0.00 -0.01 -0.1617
C 1.99813 1.00075 -0.64775 -0.07 -0.41 0.07 -0.3059
C 3.16887 0.23708 -0.54886 -0.02 0.33 0.11 -0.1797
C 4.43034 0.76393 -0.82246 -0.13 0.00 0.04 -0.1254
H 3.49659 3.92622 -1.61357 0.00 -0.06 0.02 0.1016
H 1.29313 2.99330 -1.10045 0.04 -0.04 0.00 0.0855
H 3.12467 -0.79010 -0.22029 0.00 -0.02 0.01 -0.0120
H 5.31820 0.15234 -0.72653 -0.01 0.00 -0.01 0.1048